# 1
DFT (ωB97M-V/def2-TZVPD) results for a cluster of 2 separate species, C26H33N2O in total at a distorted geometry.

CARTESIAN COORDINATES (ANGSTROEM)
C -3.045 3.629 1.282
N -1.693 3.134 1.479
C -1.282 1.769 1.897
C -2.054 0.573 1.273
C -1.976 0.660 -0.251
C -3.514 0.545 1.752
C -1.396 -0.734 1.734
N 0.177 1.745 1.603
C 0.623 3.167 1.628
C 1.768 3.465 0.664
C 2.970 2.609 0.926
C 3.918 2.985 1.866
C 4.999 2.169 2.136
C 5.144 0.965 1.476
C 4.204 0.583 0.542
C 3.121 1.396 0.271
C -0.620 3.992 1.330
O -0.643 5.164 1.019
H -3.024 4.703 1.097
H -3.504 3.149 0.421
H -3.654 3.441 2.164
H -1.412 1.721 2.985
H -0.942 0.555 -0.578
H -2.563 -0.132 -0.714
H -2.343 1.619 -0.610
H -3.569 0.552 2.840
H -4.091 1.387 1.380
H -4.009 -0.362 1.408
H -1.407 -0.813 2.821
H -1.930 -1.593 1.331
H -0.362 -0.789 1.398
H 0.718 1.161 2.247
H 0.944 3.402 2.654
H 1.415 3.309 -0.360
H 2.041 4.525 0.737
H 3.797 3.922 2.385
H 5.729 2.469 2.871
H 5.987 0.326 1.692
H 4.311 -0.358 0.027
H 2.378 1.097 -0.451
C -1.254 -1.892 -3.338
C -2.783 -1.668 -3.267
C -3.239 -2.584 -2.173
C -2.191 -3.275 -1.655
C -0.970 -2.943 -2.295
C 0.311 -3.521 -2.060
C 0.536 -4.468 -1.034
C 1.775 -5.037 -0.860
C 2.832 -4.693 -1.688
C 2.642 -3.760 -2.692
C 1.412 -3.178 -2.876
H -0.928 -2.240 -4.326
H -0.691 -0.979 -3.106
H -3.045 -0.627 -3.037
H -3.281 -1.917 -4.214
H -4.263 -2.704 -1.862
H -2.278 -4.007 -0.873
H -0.275 -4.742 -0.381
H 1.936 -5.761 -0.076
H 3.800 -5.152 -1.553
H 3.467 -3.500 -3.339
H 1.275 -2.459 -3.666

Calculated values
DFT total energy   -1195.046017 hartree
Gap between HOMO and LUMO   5.0862 eV
Net charge   +1

=====

# 2
DFT (ωB97M-V/def2-TZVPD) results for a structure of composition C32H32N2O9P2TeV at a distorted geometry.

CARTESIAN COORDINATES (ANGSTROEM)
V 1.489 -0.494 -0.332
N -2.238 -1.129 -0.641
C -1.647 -1.921 -1.805
C -2.784 -2.524 -2.637
P -0.868 -0.447 -2.738
O -0.380 -1.102 -4.171
O -1.881 0.573 -2.834
O 0.332 -0.031 -1.941
P -0.608 -3.107 -0.812
O -0.141 -4.253 -1.864
O -1.526 -3.543 0.235
O 0.585 -2.331 -0.404
H -1.605 -1.266 0.142
H -3.173 -1.492 -0.341
H -2.252 -0.170 -0.853
H -3.499 -1.715 -2.809
H -3.255 -3.298 -1.981
H -2.421 -2.961 -3.574
H 0.487 -1.524 -4.079
H -0.300 -5.169 -1.678
C -1.086 5.846 0.052
C -0.612 4.502 0.517
C -1.441 3.646 1.344
C -1.139 2.284 1.591
C -1.927 1.204 2.174
O -1.432 0.510 3.011
C -3.279 0.932 1.486
C -3.695 1.642 0.356
C -4.985 1.507 -0.124
C -5.818 0.585 0.486
C -5.376 -0.134 1.600
C -4.130 0.056 2.118
C -0.052 1.728 0.943
O 0.131 0.371 0.973
C 0.896 2.577 0.304
C 0.550 3.912 0.012
C 2.170 2.007 -0.243
N 2.892 1.352 0.591
C 2.814 1.438 1.998
C 2.526 0.141 2.732
Te 3.448 -1.426 1.592
C 2.591 -3.130 2.575
C 3.244 -4.265 2.087
C 2.866 -5.511 2.629
C 1.887 -5.587 3.629
C 1.209 -4.432 4.050
C 1.526 -3.204 3.447
C 2.701 2.093 -1.562
C 4.111 1.995 -1.838
C 4.539 1.863 -3.137
C 3.661 1.821 -4.178
C 2.304 1.918 -3.919
C 1.823 2.170 -2.621
H -0.515 6.205 -0.823
H -1.163 6.612 0.815
H -2.100 5.673 -0.391
H -2.419 4.094 1.751
H -2.978 2.236 -0.226
H -5.264 2.005 -1.052
H -6.778 0.319 0.009
H -5.936 -0.943 1.984
H -3.902 -0.476 3.089
H 1.130 4.426 -0.678
H 2.043 2.118 2.293
H 3.785 1.849 2.303
H 1.504 0.044 2.835
H 2.881 0.232 3.727
H 4.077 -4.268 1.477
H 3.283 -6.429 2.268
H 1.551 -6.507 4.058
H 0.599 -4.389 4.942
H 0.986 -2.345 3.754
H 4.756 2.054 -0.988
H 5.536 1.706 -3.349
H 3.885 1.713 -5.203
H 1.573 1.891 -4.722
H 0.843 2.478 -2.393
O 2.806 -1.524 -3.055
C 2.581 -1.278 -1.983

Calculated values
2S+1   4
DFT total energy   -3920.221707 hartree
Gap between HOMO and LUMO (spin up / spin down)   7.4493 / 7.5608 eV

=====

# 3
DFT (ωB97M-V/def2-TZVPD) results for a structure of composition C13H14BrCdN5S2.

CARTESIAN COORDINATES (ANGSTROEM)
Cd 1.130 0.818 -0.155
C 0.006 -3.204 -1.984
C 0.407 -2.322 -0.843
N 1.519 -1.709 -0.767
N 2.411 -1.832 -1.781
C 3.462 -0.947 -1.811
N 4.181 -1.008 -2.945
S 3.866 0.078 -0.563
C -0.529 -2.015 0.272
C -1.456 -2.932 0.742
C -2.259 -2.580 1.817
C -2.115 -1.327 2.385
C -1.170 -0.465 1.847
N -0.407 -0.800 0.815
H -0.119 -2.576 -2.873
H -0.939 -3.707 -1.804
H 0.772 -3.956 -2.188
H 2.047 -2.115 -2.683
H 3.823 -1.465 -3.768
H 4.858 -0.276 -3.077
H -1.534 -3.913 0.295
H -2.983 -3.282 2.209
H -2.719 -1.014 3.224
H -1.010 0.529 2.249
S 1.569 2.138 1.956
C 0.107 2.990 1.542
C -0.411 4.045 2.311
C -1.570 4.668 1.900
C -2.209 4.247 0.734
C -1.642 3.202 0.035
N -0.526 2.588 0.428
H 0.111 4.354 3.205
H -1.978 5.486 2.481
H -3.113 4.720 0.380
H -2.083 2.831 -0.884
Br 0.505 0.750 -2.700

Calculated values
DFT total energy   -4315.788845 hartree
Gap between HOMO and LUMO   7.1831 eV

=====

# 4
DFT (ωB97M-V/def2-TZVPD) results for the molecule C6H10O at a distorted geometry.

CARTESIAN COORDINATES (ANGSTROEM)
C -2.103 -0.236 0.183
C -1.116 0.804 -0.297
C -0.030 1.332 0.597
C 0.334 0.511 -0.600
C 0.924 -0.857 -0.369
C 2.377 -0.822 0.313
O 2.912 -0.523 -0.732
H -2.944 0.250 0.689
H -1.653 -0.935 0.896
H -2.509 -0.818 -0.653
H -1.560 1.539 -0.967
H 0.202 2.392 0.596
H 0.120 0.834 1.553
H 0.749 1.051 -1.454
H 0.966 -1.396 -1.350
H 0.441 -1.511 0.322
H 2.927 -1.607 0.940

Calculated values
DFT total energy   -309.730377 hartree
SMILES   C[C@H]1C[C@H]1CC=O
Gap between HOMO and LUMO   9.2600 eV

=====

# 5
DFT (ωB97M-V/def2-TZVPD) results for a cluster of 8 separate species, C12H29BN8O18 in total at a distorted geometry.

CARTESIAN COORDINATES (ANGSTROEM)
C -2.967 2.064 -2.615
C -4.237 1.398 -2.224
C -4.411 0.018 -1.366
B -3.380 -0.169 -0.100
C -3.556 0.939 1.111
O -3.335 2.336 0.713
N -4.400 2.999 1.268
O -5.363 2.969 0.518
C -1.784 -0.375 -0.574
O -1.608 -1.351 -1.507
O -0.652 0.391 -0.026
H -2.109 2.324 -1.847
H -2.785 2.430 -3.735
H -5.242 1.938 -2.574
H -5.530 -0.106 -0.971
H -4.209 -0.887 -2.118
H -3.665 -1.224 0.397
H -2.717 0.686 1.921
H -4.584 0.766 1.680
C 1.749 -1.516 1.410
N 2.242 -2.847 1.857
O 2.108 -3.128 3.053
O 2.751 -3.572 0.993
H 1.329 -0.989 2.269
H 2.601 -0.969 1.001
H 0.984 -1.687 0.650
C 0.179 0.457 -5.551
N -1.258 0.797 -5.370
O -1.525 1.945 -4.997
O -2.078 -0.098 -5.608
H 0.783 1.333 -5.308
H 0.409 -0.370 -4.876
H 0.320 0.169 -6.595
C 0.147 1.074 5.454
N 0.541 0.610 4.096
O -0.054 -0.373 3.639
O 1.436 1.245 3.528
H -0.647 0.426 5.832
H 1.030 1.014 6.092
H -0.207 2.103 5.360
C 1.910 5.272 -5.819
N 1.878 3.959 -5.120
O 2.094 2.949 -5.801
O 1.636 3.978 -3.908
H 2.133 5.104 -6.875
H 0.928 5.732 -5.701
H 2.691 5.875 -5.352
C 4.453 -5.196 -0.783
N 4.847 -5.661 -2.140
O 4.253 -6.644 -2.597
O 5.743 -5.025 -2.709
H 3.659 -5.844 -0.405
H 5.337 -5.257 -0.144
H 4.099 -4.168 -0.876
C 0.380 -5.798 0.942
N -1.057 -5.457 1.123
O -1.324 -4.309 1.497
O -1.877 -6.352 0.885
H 0.984 -4.921 1.186
H 0.610 -6.624 1.618
H 0.521 -6.086 -0.101
C 1.973 4.692 6.868
N 0.666 4.320 6.262
O -0.041 3.522 6.888
O 0.387 4.840 5.175
H 2.086 4.163 7.816
H 2.757 4.397 6.167
H 1.968 5.772 7.027

Calculated values
DFT total energy   -2290.849842 hartree
Gap between HOMO and LUMO   2.7427 eV
Net charge   -2

=====

# 6
DFT (ωB97M-V/def2-TZVPD) results for a cluster of 8 separate species, C4H21NO7 in total at a distorted geometry.

CARTESIAN COORDINATES (ANGSTROEM)
N -1.013 1.962 0.612
C -0.141 1.280 -0.247
C 0.454 1.627 -1.415
C 1.511 0.708 -1.901
C 2.797 0.975 -2.019
H -1.624 1.323 1.201
H -1.613 2.573 0.126
H 0.194 0.222 0.192
H 0.203 2.599 -1.884
H 1.078 -0.270 -2.093
H 3.501 0.313 -2.174
H 3.274 1.945 -1.832
H -0.485 -1.935 -0.550
H -1.623 -1.511 -1.637
O -1.511 -2.000 -0.844
H 1.642 -1.340 0.822
H 1.439 -2.954 0.928
O 0.991 -2.130 0.857
H -2.646 -1.082 0.072
H -3.676 -1.017 1.354
O -2.975 -0.477 0.831
H -0.185 -1.780 1.959
H -1.574 -0.915 2.039
O -0.729 -1.120 2.530
H 0.226 0.385 2.846
H 0.472 1.960 2.531
O 0.835 1.140 2.839
H -2.431 -0.673 -3.828
H -0.876 -0.931 -3.635
O -1.624 -0.552 -3.379
H 3.011 0.922 0.620
H 2.098 0.491 1.756
O 2.383 0.190 0.965

Calculated values
2S+1   2
DFT total energy   -746.077618 hartree
Gap between HOMO and LUMO (spin up / spin down)   10.3584 / 6.4838 eV
Net charge   +1

=====

# 7
DFT (ωB97M-V/def2-TZVPD) results for a structure of composition C21H63F4K2N2O36P7S4 at a distorted geometry.

CARTESIAN COORDINATES (ANGSTROEM)
K 0.626 5.236 1.501
K -1.483 3.711 3.525
N -0.094 2.558 1.229
S -1.127 1.737 0.141
O -2.430 1.358 0.690
O -0.555 0.771 -0.817
F -1.499 3.046 -0.739
S 0.883 1.416 1.581
O 2.112 1.514 0.761
O 0.333 0.130 1.870
F 1.232 1.925 3.047
N -4.169 7.059 0.446
S -4.096 5.331 0.707
O -3.600 4.927 1.999
O -3.896 4.443 -0.419
F -5.694 5.164 0.955
S -3.252 7.002 -0.802
O -3.831 6.838 -2.146
O -1.747 6.730 -0.543
F -3.135 8.646 -0.799
C -4.412 -6.084 -0.625
O -3.826 -4.837 -0.531
P -3.907 -4.053 0.921
O -3.361 -4.876 2.094
O -3.321 -2.536 0.707
C -3.164 -1.952 -0.603
O -5.515 -3.677 1.010
C -6.073 -2.863 1.964
H -5.105 -6.195 -1.460
H -5.056 -6.335 0.218
H -3.728 -6.933 -0.628
H -2.258 -2.334 -1.074
H -3.039 -0.871 -0.533
H -4.043 -2.009 -1.244
H -5.569 -3.021 2.917
H -7.063 -3.254 2.198
H -6.219 -1.800 1.770
C -3.533 0.876 -2.620
O -3.094 1.781 -3.604
P -3.232 1.446 -5.191
O -2.501 2.371 -6.076
O -2.433 -0.010 -5.163
C -1.020 0.027 -5.005
O -4.779 1.035 -5.450
C -5.252 0.781 -6.738
H -3.484 1.523 -1.745
H -2.810 0.061 -2.620
H -4.551 0.515 -2.769
H -0.712 -0.812 -5.629
H -0.621 -0.128 -4.002
H -0.566 0.896 -5.482
H -4.595 0.016 -7.153
H -5.392 1.714 -7.284
H -6.191 0.228 -6.757
C 2.999 -1.881 0.095
O 1.757 -2.518 0.304
P 1.360 -3.978 -0.358
O 0.126 -4.581 0.216
O 1.286 -3.402 -1.907
C 0.232 -2.803 -2.541
O 2.742 -4.863 -0.433
C 2.856 -6.255 -0.493
H 3.801 -2.340 0.674
H 2.964 -0.801 0.241
H 3.267 -1.868 -0.961
H 0.177 -1.736 -2.326
H -0.632 -3.390 -2.230
H 0.375 -3.026 -3.598
H 1.960 -6.791 -0.806
H 3.198 -6.522 0.507
H 3.545 -6.532 -1.291
C 3.711 -5.017 5.897
O 2.706 -5.219 4.920
P 1.789 -3.958 4.428
O 0.779 -4.395 3.403
O 1.254 -3.360 5.829
C -0.122 -3.633 6.164
O 3.023 -2.931 3.916
C 2.812 -1.629 3.425
H 4.657 -5.082 5.360
H 3.667 -5.869 6.575
H 3.656 -4.079 6.449
H -0.618 -4.217 5.389
H -0.674 -2.744 6.469
H -0.118 -4.340 6.994
H 2.081 -1.631 2.616
H 3.706 -1.187 2.987
H 2.682 -1.105 4.371
C -3.234 0.564 7.090
O -1.934 0.098 7.042
P -1.280 0.028 5.511
O -1.595 1.281 4.733
O 0.354 -0.202 5.907
C 1.082 0.865 6.350
O -1.872 -1.401 4.980
C -2.175 -1.716 3.662
H -3.473 1.613 6.914
H -3.822 0.497 8.005
H -3.849 -0.035 6.418
H 1.577 0.610 7.287
H 0.536 1.786 6.550
H 1.892 1.213 5.708
H -1.424 -2.433 3.331
H -2.328 -0.856 3.009
H -3.121 -2.252 3.593
C 4.774 3.216 -0.170
O 5.371 3.411 -1.364
P 6.377 2.353 -2.001
O 7.730 2.232 -1.376
O 6.380 2.862 -3.520
C 5.555 2.110 -4.573
O 5.510 1.032 -2.153
C 6.198 -0.241 -2.404
H 4.616 2.168 0.083
H 3.861 3.796 -0.308
H 5.370 3.638 0.639
H 4.551 1.777 -4.311
H 6.103 1.253 -4.964
H 5.349 2.866 -5.331
H 6.153 -0.516 -1.351
H 7.241 -0.106 -2.689
H 5.773 -1.054 -2.993
C 1.748 1.302 -3.024
O 1.651 2.026 -4.249
P 1.261 3.609 -4.281
O 0.696 4.092 -5.559
O 0.139 3.843 -3.107
C -0.324 5.197 -2.824
O 2.627 4.420 -3.844
C 3.491 4.962 -4.846
H 2.833 1.337 -2.924
H 1.629 0.220 -3.079
H 1.284 1.778 -2.161
H -1.409 5.110 -2.774
H -0.016 5.960 -3.539
H -0.090 5.491 -1.801
H 3.179 6.001 -4.954
H 3.327 4.730 -5.898
H 4.572 4.915 -4.722

Calculated values
DFT total energy   -9238.061761 hartree
Gap between HOMO and LUMO   7.8006 eV

=====

# 8
DFT (ωB97M-V/def2-TZVPD) results for a cluster of 2 separate species, C12H18N3O4 in total at a distorted geometry.

CARTESIAN COORDINATES (ANGSTROEM)
C -1.854 1.273 0.211
C -1.217 0.254 -0.692
O -1.516 -0.891 -0.685
N -0.143 0.723 -1.623
C -0.782 1.326 -2.810
C 0.749 1.558 -0.942
C 0.942 2.927 -1.110
C 1.868 3.573 -0.316
C 2.069 5.055 -0.506
O 2.565 5.485 -1.483
O 1.704 5.827 0.530
C 2.619 2.889 0.638
C 2.411 1.534 0.763
N 1.505 0.915 -0.022
H -1.238 1.452 1.087
H -2.028 2.201 -0.325
H -2.801 0.882 0.558
H -1.363 2.221 -2.594
H -0.045 1.505 -3.583
H -1.474 0.591 -3.206
H 0.388 3.469 -1.853
H 1.040 5.360 1.057
H 3.339 3.366 1.280
H 2.960 0.934 1.468
H 1.369 -0.085 0.095
C -0.796 -5.436 2.356
O -0.754 -5.034 3.500
N -0.910 -4.634 1.275
C -0.949 -5.150 -0.079
C -0.995 -3.205 1.499
H -0.740 -6.508 2.101
H -0.117 -4.750 -0.662
H -1.886 -4.870 -0.564
H -0.875 -6.235 -0.064
H -0.103 -2.863 2.032
H -1.865 -2.978 2.118
H -1.077 -2.684 0.551

Calculated values
DFT total energy   -933.043447 hartree
Gap between HOMO and LUMO   6.1942 eV
Net charge   +1